Computed, not measured: a 12-piece molecular cluster, C35H70Cl22NO2 overall at a distorted geometry, with the ωB97M-V functional and the def2-TZVPD basis.

Bonds (Å) are listed after each position.
Positions of all 130 atoms, in Å:
1 C 0.32 2.47 3.00  C2 1.552, H17 1.095, H18 1.119, H19 1.089
2 C -0.73 2.15 1.90  C1 1.552, O3 1.471, H20 1.096, H21 1.098
3 O -1.80 1.43 2.61  C2 1.471, C4 1.416
4 C -2.95 1.29 1.78  O3 1.416, C5 1.561, H22 1.098, H23 1.102
5 C -3.30 -0.14 1.28  C4 1.561, C6 1.566, C9 1.572, H24 1.093
6 C -4.71 -0.56 1.82  C5 1.566, N7 1.473, H25 1.100, H26 1.084
7 N -4.72 -1.95 1.32  C6 1.473, C8 1.272, H27 1.013
8 C -3.54 -2.44 1.34  N7 1.272, C9 1.547, H28 1.080
9 C -2.56 -1.39 1.90  C5 1.572, C8 1.547, O10 1.378, H29 1.105
10 O -1.25 -1.48 1.51  C9 1.378, C11 1.433
11 C -0.72 -2.80 1.72  O10 1.433, C12 1.531, H30 1.104, H31 1.099
12 C 0.64 -2.83 2.42  C11 1.531, C13 1.557, C14 1.567, H32 1.098
13 C 0.48 -2.30 3.88  C12 1.557, H33 1.088, H34 1.099, H35 1.094
14 C 1.80 -2.15 1.61  C12 1.567, C15 1.535, C16 1.545, H36 1.100
15 C 1.41 -1.78 0.17  C14 1.535, H37 1.094, H38 1.096, H39 1.091
16 C 2.45 -0.97 2.36  C14 1.545, H40 1.097, H41 1.097, H42 1.086
17 H 0.27 1.63 3.69  C1 1.095
18 H 1.34 2.48 2.54  C1 1.119
19 H 0.11 3.43 3.48  C1 1.089
20 H -1.09 3.11 1.51  C2 1.096
21 H -0.35 1.48 1.13  C2 1.098
22 H -2.86 1.93 0.89  C4 1.098
23 H -3.85 1.66 2.30  C4 1.102
24 H -3.40 -0.17 0.20  C5 1.093
25 H -4.62 -0.47 2.91  C6 1.100
26 H -5.57 0.00 1.48  C6 1.084
27 H -5.57 -2.40 1.01  N7 1.013
28 H -3.28 -3.44 1.01  C8 1.080
29 H -2.66 -1.26 3.00  C9 1.105
30 H -1.39 -3.44 2.31  C11 1.104
31 H -0.60 -3.32 0.77  C11 1.099
32 H 0.90 -3.89 2.54  C12 1.098
33 H 0.23 -1.24 3.90  C13 1.088
34 H -0.31 -2.91 4.34  C13 1.099
35 H 1.40 -2.54 4.42  C13 1.094
36 H 2.60 -2.90 1.53  C14 1.100
37 H 2.30 -1.33 -0.29  C15 1.094
38 H 0.64 -1.00 0.12  C15 1.096
39 H 1.18 -2.67 -0.42  C15 1.091
40 H 2.97 -1.38 3.23  C16 1.097
41 H 3.23 -0.50 1.75  C16 1.097
42 H 1.73 -0.22 2.68  C16 1.086
43 Cl 0.19 5.88 1.80  C44 1.784
44 C 1.89 6.36 2.08  Cl43 1.784, C45 1.509, H47 1.088, H48 1.089
45 C 2.82 5.79 1.05  C44 1.509, Cl46 1.784, H49 1.088, H50 1.086
46 Cl 2.98 4.02 1.20  C45 1.784
47 H 2.16 6.04 3.09  C44 1.088
48 H 1.92 7.45 2.04  C44 1.089
49 H 3.82 6.21 1.17  C45 1.088
50 H 2.49 6.01 0.04  C45 1.086
51 Cl 0.20 -5.61 -1.43  C52 1.776
52 C 1.54 -5.05 -2.45  Cl51 1.776, C53 1.506, H55 1.089, H56 1.089
53 C 2.85 -5.68 -2.08  C52 1.506, Cl54 1.778, H57 1.089, H58 1.087
54 Cl 3.42 -5.12 -0.49  C53 1.778
55 H 1.58 -3.96 -2.38  C52 1.089
56 H 1.28 -5.31 -3.48  C52 1.089
57 H 3.61 -5.39 -2.82  C53 1.089
58 H 2.80 -6.76 -2.06  C53 1.087
59 Cl -1.54 -4.67 3.85  C60 1.781
60 C -2.92 -5.03 2.80  Cl59 1.781, C61 1.509, H63 1.088, H64 1.089
61 C -2.87 -6.44 2.25  C60 1.509, Cl62 1.784, H65 1.089, H66 1.087
62 Cl -1.54 -6.66 1.09  C61 1.784
63 H -2.94 -4.30 1.99  C60 1.088
64 H -3.82 -4.91 3.40  C60 1.089
65 H -3.80 -6.66 1.72  C61 1.089
66 H -2.75 -7.17 3.04  C61 1.087
67 Cl 0.25 1.12 6.03  C68 1.782
68 C 1.32 0.30 7.19  Cl67 1.782, C69 1.509, H71 1.087, H72 1.090
69 C 0.60 -0.77 7.97  C68 1.509, Cl70 1.781, H73 1.089, H74 1.088
70 Cl -0.60 -0.09 9.10  C69 1.781
71 H 1.74 1.06 7.85  C68 1.087
72 H 2.13 -0.14 6.62  C68 1.090
73 H 1.32 -1.33 8.57  C69 1.089
74 H 0.09 -1.47 7.31  C69 1.088
75 Cl 4.74 5.37 -1.53  C76 1.778
76 C 4.37 3.73 -2.12  Cl75 1.778, C77 1.507, H79 1.087, H80 1.093
77 C 4.11 3.68 -3.60  C76 1.507, Cl78 1.786, H81 1.088, H82 1.088
78 Cl 2.57 4.48 -4.04  C77 1.786
79 H 3.52 3.35 -1.55  C76 1.087
80 H 5.25 3.12 -1.89  C76 1.093
81 H 4.03 2.65 -3.92  C77 1.088
82 H 4.91 4.16 -4.16  C77 1.088
83 Cl 6.10 0.88 -1.68  C84 1.780
84 C 7.78 0.45 -2.05  Cl83 1.780, C85 1.508, H87 1.088, H88 1.086
85 C 8.52 1.62 -2.64  C84 1.508, Cl86 1.782, H89 1.089, H90 1.088
86 Cl 7.92 2.04 -4.26  C85 1.782
87 H 7.77 -0.41 -2.73  C84 1.088
88 H 8.25 0.14 -1.12  C84 1.086
89 H 9.58 1.38 -2.74  C85 1.089
90 H 8.43 2.50 -2.01  C85 1.088
91 Cl -5.65 0.40 -0.91  C92 1.789
92 C -6.55 1.66 -1.80  Cl91 1.789, C93 1.506, H95 1.088, H96 1.090
93 C -6.47 3.00 -1.12  C92 1.506, Cl94 1.782, H97 1.089, H98 1.088
94 Cl -7.36 3.00 0.43  C93 1.782
95 H -7.58 1.33 -1.91  C92 1.088
96 H -6.11 1.73 -2.80  C92 1.090
97 H -6.92 3.76 -1.75  C93 1.089
98 H -5.44 3.29 -0.92  C93 1.088
99 Cl 7.96 -1.99 0.57  C100 1.780
100 C 7.48 -3.60 -0.04  Cl99 1.780, C101 1.511, H103 1.088, H104 1.089
101 C 7.17 -3.60 -1.52  C100 1.511, Cl102 1.785, H105 1.089, H106 1.088
102 Cl 5.68 -2.70 -1.91  C101 1.785
103 H 6.62 -3.93 0.54  C100 1.088
104 H 8.31 -4.27 0.16  C100 1.089
105 H 7.02 -4.63 -1.85  C101 1.089
106 H 7.98 -3.17 -2.11  C101 1.088
107 Cl -12.94 1.47 -0.66  C108 1.780
108 C -12.29 1.41 1.00  Cl107 1.780, C109 1.508, H111 1.087, H112 1.089
109 C -10.85 1.85 1.06  C108 1.508, Cl110 1.784, H113 1.089, H114 1.088
110 Cl -9.76 0.69 0.26  C109 1.784
111 H -12.41 0.40 1.38  C108 1.087
112 H -12.91 2.08 1.60  C108 1.089
113 H -10.53 1.94 2.09  C109 1.089
114 H -10.71 2.82 0.58  C109 1.088
115 Cl 4.85 1.95 -6.63  C116 1.784
116 C 4.62 3.46 -7.55  Cl115 1.784, C117 1.509, H119 1.088, H120 1.089
117 C 5.91 3.94 -8.17  C116 1.509, Cl118 1.782, H121 1.089, H122 1.088
118 Cl 7.07 4.51 -6.95  C117 1.782
119 H 4.20 4.20 -6.88  C116 1.088
120 H 3.90 3.24 -8.33  C116 1.089
121 H 5.71 4.78 -8.83  C117 1.089
122 H 6.39 3.16 -8.75  C117 1.088
123 Cl -5.08 2.42 -4.86  C124 1.785
124 C -5.11 0.64 -4.93  Cl123 1.785, C125 1.509, H127 1.088, H128 1.090
125 C -4.46 0.11 -6.19  C124 1.509, Cl126 1.779, H129 1.089, H130 1.088
126 Cl -5.41 0.49 -7.64  C125 1.779
127 H -6.15 0.32 -4.86  C124 1.088
128 H -4.58 0.27 -4.06  C124 1.090
129 H -4.38 -0.97 -6.13  C125 1.089
130 H -3.46 0.52 -6.32  C125 1.088

Output
Kohn-Sham gap, hartree: 0.289
Calculated total energy, Ha: -11704.75595
Total charge: +1
F_max, eV/A: 1.97